Record 1
Here is a structure of composition C17H13Cl2N5O at a distorted geometry from the OMol25 dataset. Energies are from wB97M-V/def2-TZVPD.

```
38
C17H13Cl2N5O (wB97M-V/def2-TZVPD)
C -1.161 3.669 0.112
C -0.093 2.669 0.224
N 1.146 2.989 0.611
N 1.953 2.064 0.746
C 1.270 1.072 0.285
C 0.001 1.434 0.175
C -1.126 0.659 -0.132
N -0.859 -0.775 -0.484
N -1.885 -1.505 -0.843
C -1.933 -2.856 -0.897
O -0.759 -3.635 -0.491
C -2.974 -3.556 -1.372
C -3.500 -4.667 -1.026
C -4.588 -5.511 -1.258
C -5.360 -4.730 -2.318
N -5.131 -3.475 -2.545
C -4.141 -2.834 -2.264
H -3.843 -1.924 -2.643
H -6.342 -5.324 -2.629
H -4.865 -6.434 -0.836
H -2.694 -5.257 -0.246
H -2.794 -1.060 -0.777
H -1.983 0.911 -0.426
Cl 1.967 -0.623 0.621
C 3.513 2.090 1.017
C 3.903 3.387 0.851
C 5.167 3.823 1.220
C 6.023 2.546 1.968
C 5.329 1.592 2.407
C 3.942 1.290 1.962
H 3.604 0.246 2.173
Cl 6.244 0.339 3.068
H 6.971 2.820 2.289
H 5.708 4.725 0.980
H 3.387 4.271 0.341
H -1.879 3.264 0.773
H -0.694 4.675 0.097
H -1.524 3.633 -0.733
```

## Properties
**Energy relative to the best compared isomer or geometry (same formula, charge and spin)**: 1491.5 kJ/mol
**Maximum force**: 13.75 eV/Å
**Total energy**: -52367.24241 eV
**Multiplicity**: 1
**HOMO**: -8.12 eV
**Orbital gap**: 7.04 eV

Partial atomic charges computed with the Löwdin method, in multiples of e: atom 1 (C): 0.035, atom 2 (C): -0.291, atom 3 (N): 0.111, atom 4 (N): -0.057, atom 5 (C): -0.461, atom 6 (C): -0.322, atom 7 (C): 0.093, atom 8 (N): 0.092, atom 9 (N): -0.013, atom 10 (C): -0.284, atom 11 (O): -0.114, atom 12 (C): -0.157, atom 13 (C): -0.118, atom 14 (C): 0.033, atom 15 (C): -0.108, atom 16 (N): 0.026, atom 17 (C): -0.048, atom 18 (H): 0.082, atom 19 (H): 0.132, atom 20 (H): 0.082, atom 21 (H): 0.186, atom 22 (H): 0.148, atom 23 (H): 0.033, atom 24 (Cl): 0.655, atom 25 (C): -0.146, atom 26 (C): -0.096, atom 27 (C): 0.066, atom 28 (C): -0.083, atom 29 (C): -0.737, atom 30 (C): -0.044, atom 31 (H): 0.074, atom 32 (Cl): 0.733, atom 33 (H): 0.071, atom 34 (H): 0.082, atom 35 (H): 0.139, atom 36 (H): 0.094, atom 37 (H): 0.123, atom 38 (H): -0.012

---

Record 2
Here is a structure of composition C17H13ClFN5O2S at a distorted geometry from the OMol25 dataset. Energies are from wB97M-V/def2-TZVPD.

```
40
C17H13ClFN5O2S (wB97M-V/def2-TZVPD)
O -1.170 -3.896 2.286
O -2.385 -1.974 3.138
F -2.421 2.716 -2.549
Cl 5.324 -2.344 -1.695
N -2.926 -2.823 0.733
N -0.379 0.610 0.517
C -3.024 -1.781 0.031
C -1.144 1.344 -0.272
C -2.201 -0.625 -0.007
C -1.003 -0.595 0.654
C 0.059 5.209 -1.610
C 0.652 4.614 -0.466
C -0.951 4.541 -2.291
C 3.660 -0.814 -0.214
C 3.416 -3.247 -0.051
C 0.253 3.339 -0.017
C 2.547 -0.648 0.598
C 2.329 -3.069 0.827
C -1.412 3.288 -1.835
C 4.061 -2.106 -0.581
C -0.780 2.702 -0.722
C 1.888 -1.769 1.140
N -4.043 -1.988 -0.800
N -2.227 0.584 -0.661
N -0.512 -1.670 1.286
C 0.739 -1.597 2.039
S -1.772 -2.581 1.960
H 0.374 6.194 -1.898
H 1.482 5.103 0.034
H -1.397 4.966 -3.179
H 4.203 0.060 -0.612
H 3.805 -4.216 -0.317
H 0.666 2.874 0.867
H 2.167 0.320 0.864
H 1.830 -3.969 1.198
H -4.436 -2.935 -0.655
H -3.908 -1.713 -1.746
H -2.984 0.879 -1.303
H 0.825 -0.631 2.538
H 0.795 -2.354 2.770
```

## Properties
**Energy relative to the best compared isomer or geometry (same formula, charge and spin)**: 12.9 kJ/mol
**Maximum force**: 6.27 eV/Å
**Total energy**: -55459.98565 eV
**Multiplicity**: 1
**HOMO**: -8.64 eV
**Orbital gap**: 8.27 eV

Partial atomic charges computed with the Löwdin method, in multiples of e: atom 1 (O): -0.336, atom 2 (O): -0.287, atom 3 (F): 0.058, atom 4 (Cl): 0.689, atom 5 (N): 0.020, atom 6 (N): 0.207, atom 7 (C): -0.469, atom 8 (C): -0.214, atom 9 (C): -0.121, atom 10 (C): -0.291, atom 11 (C): -0.063, atom 12 (C): -0.058, atom 13 (C): -0.006, atom 14 (C): -0.099, atom 15 (C): -0.089, atom 16 (C): -0.009, atom 17 (C): -0.033, atom 18 (C): -0.004, atom 19 (C): -0.188, atom 20 (C): -0.704, atom 21 (C): -0.083, atom 22 (C): -0.214, atom 23 (N): 0.139, atom 24 (N): 0.170, atom 25 (N): -0.095, atom 26 (C): -0.136, atom 27 (S): 0.713, atom 28 (H): 0.101, atom 29 (H): 0.102, atom 30 (H): 0.116, atom 31 (H): 0.112, atom 32 (H): 0.096, atom 33 (H): 0.112, atom 34 (H): 0.091, atom 35 (H): 0.124, atom 36 (H): 0.134, atom 37 (H): 0.097, atom 38 (H): 0.172, atom 39 (H): 0.135, atom 40 (H): 0.112

---

Record 3
Here is a structure of composition C17H13N3O10PbS2Se at a distorted geometry from the OMol25 dataset. Energies are from wB97M-V/def2-TZVPD.

```
47
C17H13N3O10PbS2Se (wB97M-V/def2-TZVPD)
Pb -1.417 -1.888 0.625
C -0.445 -1.694 4.590
C -1.207 -0.601 3.927
N -1.504 -0.485 2.645
C -2.191 0.694 2.464
C -2.331 1.315 3.678
N -1.700 0.466 4.581
C -3.016 2.571 4.086
O -3.212 2.733 5.431
O -3.386 3.415 3.340
C -2.530 1.081 1.032
O -3.061 2.137 0.786
O -2.167 0.185 0.162
H 0.085 -2.269 3.838
H -1.114 -2.356 5.144
H 0.283 -1.283 5.290
H -1.544 0.627 5.560
H -3.029 1.944 5.949
O 2.862 -3.179 1.976
S 1.994 -2.573 1.010
O 1.816 -3.280 -0.240
O 0.693 -2.174 1.622
C 2.733 -1.025 0.507
C 3.662 -0.431 1.342
C 4.419 0.638 0.890
C 4.270 1.094 -0.408
C 3.327 0.528 -1.250
C 2.535 -0.517 -0.787
S 1.238 -1.087 -1.904
O 0.988 0.335 -2.645
O 1.706 -1.956 -2.921
O -0.014 -1.377 -1.210
H 3.812 -0.850 2.329
H 5.150 1.094 1.546
H 4.883 1.907 -0.773
H 3.200 0.902 -2.253
Se -0.601 1.223 -2.660
C -1.087 0.748 -4.434
C -0.263 0.024 -5.279
C -0.740 -0.276 -6.547
N -1.938 0.089 -6.998
C -2.713 0.788 -6.168
C -2.341 1.143 -4.883
H 0.714 -0.311 -4.957
H -0.125 -0.841 -7.239
H -3.686 1.069 -6.553
H -3.011 1.705 -4.242
```

## Properties
**Energy relative to the best compared isomer or geometry (same formula, charge and spin)**: 200.8 kJ/mol
**Maximum force**: 1.18 eV/Å
**Total energy**: -135050.04051 eV
**Multiplicity**: 1
**HOMO**: -8.90 eV
**Orbital gap**: 8.56 eV

Partial atomic charges computed with the Löwdin method, in multiples of e: atom 1 (Pb): 1.531, atom 2 (C): 0.020, atom 3 (C): -0.329, atom 4 (N): 0.030, atom 5 (C): -0.096, atom 6 (C): -0.056, atom 7 (N): 0.159, atom 8 (C): -0.446, atom 9 (O): 0.111, atom 10 (O): 0.175, atom 11 (C): -0.590, atom 12 (O): 0.102, atom 13 (O): -0.277, atom 14 (H): 0.061, atom 15 (H): 0.093, atom 16 (H): 0.093, atom 17 (H): 0.164, atom 18 (H): 0.088, atom 19 (O): -0.276, atom 20 (S): 0.462, atom 21 (O): -0.311, atom 22 (O): -0.535, atom 23 (C): -0.221, atom 24 (C): -0.042, atom 25 (C): -0.050, atom 26 (C): -0.052, atom 27 (C): -0.044, atom 28 (C): -0.206, atom 29 (S): 0.650, atom 30 (O): -0.682, atom 31 (O): -0.212, atom 32 (O): -0.510, atom 33 (H): 0.120, atom 34 (H): 0.113, atom 35 (H): 0.114, atom 36 (H): 0.119, atom 37 (Se): 1.227, atom 38 (C): -0.501, atom 39 (C): -0.078, atom 40 (C): -0.135, atom 41 (N): 0.055, atom 42 (C): -0.147, atom 43 (C): -0.108, atom 44 (H): 0.095, atom 45 (H): 0.109, atom 46 (H): 0.107, atom 47 (H): 0.107

---

Record 4
Here is a structure of composition C17H13N4O4PmS2 at a distorted geometry from the OMol25 dataset. Energies are from wB97M-V/def2-TZVPD.

```
41
C17H13N4O4PmS2 (wB97M-V/def2-TZVPD)
Pm 0.628 0.697 0.221
N 8.019 -3.604 0.983
C 6.803 -2.973 0.861
C 6.565 -1.759 1.515
C 5.363 -1.102 1.356
C 4.379 -1.641 0.535
C 4.602 -2.853 -0.118
C 5.802 -3.509 0.042
S 2.855 -0.856 0.341
O 3.056 0.588 0.644
O 2.372 -1.048 -1.023
N 1.664 -1.354 1.228
C 1.556 -0.897 2.572
N 2.353 -1.355 3.527
C 2.105 -0.830 4.727
C 1.124 0.128 4.967
C 0.372 0.547 3.888
N 0.583 0.000 2.688
H 8.605 -3.342 1.756
H 8.079 -4.573 0.726
H 7.331 -1.322 2.144
H 5.198 -0.161 1.863
H 3.843 -3.277 -0.763
H 5.974 -4.442 -0.481
H 2.729 -1.171 5.546
H 0.977 0.537 5.955
H -0.387 1.316 3.949
O -0.701 1.377 -1.506
C -1.614 1.440 -0.617
O -1.683 0.484 0.215
C -2.286 2.735 -0.333
C -3.546 3.038 -0.827
C -4.119 4.264 -0.526
C -3.416 5.160 0.270
C -2.159 4.844 0.763
C -1.563 3.617 0.476
S 0.053 3.227 1.141
H -4.066 2.317 -1.444
H -5.098 4.523 -0.908
H -3.848 6.121 0.518
H -1.634 5.560 1.383
```

## Properties
**Maximum force**: 1.68 eV/Å
**Total energy**: -70218.20597 eV
**Multiplicity**: 5
**HOMO (alpha / beta)**: -7.49 / -7.51 eV
**Orbital gap (alpha / beta)**: 7.37 / 7.39 eV

Partial atomic charges computed with the Löwdin method, in multiples of e: atom 1 (Pm): 1.718, atom 2 (N): 0.112, atom 3 (C): -0.311, atom 4 (C): -0.021, atom 5 (C): -0.051, atom 6 (C): -0.306, atom 7 (C): -0.045, atom 8 (C): -0.021, atom 9 (S): 0.529, atom 10 (O): -0.421, atom 11 (O): -0.348, atom 12 (N): -0.208, atom 13 (C): -0.483, atom 14 (N): 0.160, atom 15 (C): -0.098, atom 16 (C): -0.031, atom 17 (C): -0.083, atom 18 (N): 0.025, atom 19 (H): 0.095, atom 20 (H): 0.096, atom 21 (H): 0.114, atom 22 (H): 0.118, atom 23 (H): 0.122, atom 24 (H): 0.115, atom 25 (H): 0.114, atom 26 (H): 0.106, atom 27 (H): 0.119, atom 28 (O): -0.128, atom 29 (C): -0.683, atom 30 (O): -0.106, atom 31 (C): -0.190, atom 32 (C): -0.027, atom 33 (C): -0.090, atom 34 (C): -0.091, atom 35 (C): -0.119, atom 36 (C): -0.600, atom 37 (S): 0.501, atom 38 (H): 0.119, atom 39 (H): 0.099, atom 40 (H): 0.101, atom 41 (H): 0.098

---

Record 5
Here is a structure of composition C17H13N6ORuS4 at a distorted geometry from the OMol25 dataset. Energies are from wB97M-V/def2-TZVPD.

```
42
C17H13N6ORuS4 (wB97M-V/def2-TZVPD)
Ru -0.654 -0.287 -1.477
C -2.078 1.917 3.608
C -2.097 0.544 3.822
C -1.637 -0.327 2.844
C -1.161 0.169 1.634
C -1.152 1.537 1.416
C -1.604 2.409 2.405
N -0.666 -0.701 0.577
N -0.378 -1.818 0.972
C -0.079 -2.682 -0.074
C 0.293 -3.994 0.245
C 0.564 -4.876 -0.769
C 0.456 -4.454 -2.109
C 0.089 -3.165 -2.424
C -0.183 -2.233 -1.404
H -2.448 2.597 4.369
H -2.487 0.146 4.753
H -1.657 -1.398 2.990
H -0.805 1.916 0.469
H -1.589 3.476 2.222
H 0.347 -4.294 1.291
H 0.857 -5.894 -0.536
H 0.661 -5.159 -2.913
H 0.010 -2.884 -3.466
O -1.766 5.003 -5.256
C -1.721 3.954 -4.664
S -2.586 3.649 -3.138
C -2.043 2.006 -2.906
C -1.185 1.500 -3.866
S -0.581 -0.085 -3.817
S -0.752 2.561 -5.184
S -2.648 1.129 -1.571
N 4.581 1.220 1.755
C 3.343 1.022 1.274
N 2.383 0.694 2.138
N 3.172 1.174 -0.023
C 2.014 1.053 -0.624
N 1.057 1.035 -1.290
H 4.824 0.972 2.695
H 5.315 1.356 1.084
H 2.562 0.614 3.120
H 1.431 0.599 1.828
```

## Properties
**Energy relative to the best compared isomer or geometry (same formula, charge and spin)**: 128.8 kJ/mol
**Maximum force**: 3.34 eV/Å
**Total energy**: -74750.43619 eV
**Multiplicity**: 2
**HOMO (alpha / beta)**: -7.10 / -7.21 eV
**Orbital gap (alpha / beta)**: 6.35 / 5.87 eV

Partial atomic charges computed with the Löwdin method, in multiples of e: atom 1 (Ru): 0.734, atom 2 (C): -0.089, atom 3 (C): -0.079, atom 4 (C): -0.030, atom 5 (C): -0.263, atom 6 (C): -0.094, atom 7 (C): -0.073, atom 8 (N): -0.127, atom 9 (N): 0.059, atom 10 (C): -0.299, atom 11 (C): -0.046, atom 12 (C): -0.097, atom 13 (C): -0.089, atom 14 (C): -0.126, atom 15 (C): -0.233, atom 16 (H): 0.105, atom 17 (H): 0.105, atom 18 (H): 0.104, atom 19 (H): 0.060, atom 20 (H): 0.108, atom 21 (H): 0.109, atom 22 (H): 0.099, atom 23 (H): 0.103, atom 24 (H): 0.068, atom 25 (O): -0.054, atom 26 (C): -1.003, atom 27 (S): 0.962, atom 28 (C): -1.170, atom 29 (C): -1.166, atom 30 (S): 0.615, atom 31 (S): 0.969, atom 32 (S): 0.589, atom 33 (N): 0.175, atom 34 (C): -0.492, atom 35 (N): 0.215, atom 36 (N): 0.126, atom 37 (C): -0.277, atom 38 (N): 0.074, atom 39 (H): 0.111, atom 40 (H): 0.117, atom 41 (H): 0.119, atom 42 (H): 0.084

---

Record 6
Here is a structure of composition C17H14BiCl2N7O at a distorted geometry from the OMol25 dataset. Energies are from wB97M-V/def2-TZVPD.

```
42
C17H14BiCl2N7O (wB97M-V/def2-TZVPD)
Bi 6.336 11.644 9.272
O 6.503 9.629 9.978
C 7.221 8.776 9.270
C 8.278 7.961 9.952
C 9.143 7.279 9.196
C 9.036 7.184 7.806
C 7.983 7.764 7.131
C 7.099 8.546 7.890
C 5.967 9.198 7.191
N 5.364 10.352 7.522
C 4.365 10.491 6.622
C 4.344 9.487 5.699
N 5.399 8.700 6.072
H 8.301 7.978 11.060
H 9.940 6.739 9.755
H 9.753 6.573 7.236
H 7.882 7.680 6.032
H 3.742 11.400 6.533
H 3.686 9.253 4.896
H 5.651 7.765 5.720
Cl 9.126 10.236 5.676
C 9.892 10.304 7.261
C 10.976 9.467 7.537
C 11.541 9.536 8.820
C 10.983 10.229 9.823
C 9.869 10.945 9.566
Cl 9.051 11.752 10.905
C 9.203 11.061 8.335
N 8.024 11.604 8.077
H 11.370 8.868 6.760
H 12.296 8.782 9.033
H 11.227 10.149 10.824
N 8.204 13.195 5.972
C 7.797 14.474 5.815
N 8.311 15.228 4.767
N 6.901 15.091 6.595
C 6.097 14.332 7.241
N 5.337 13.633 7.795
H 8.964 12.979 5.362
H 8.069 12.544 6.759
H 9.087 14.879 4.244
H 8.278 16.186 4.949
```

## Properties
**Maximum force**: 4.00 eV/Å
**Total energy**: -61218.82744 eV
**Multiplicity**: 1
**HOMO**: -6.98 eV
**Orbital gap**: 7.44 eV

Partial atomic charges computed with the Löwdin method, in multiples of e: atom 1 (Bi): 1.676, atom 2 (O): -0.368, atom 3 (C): -0.351, atom 4 (C): -0.002, atom 5 (C): -0.126, atom 6 (C): -0.119, atom 7 (C): -0.105, atom 8 (C): -0.143, atom 9 (C): -0.267, atom 10 (N): -0.038, atom 11 (C): -0.155, atom 12 (C): -0.071, atom 13 (N): 0.109, atom 14 (H): 0.127, atom 15 (H): 0.125, atom 16 (H): 0.113, atom 17 (H): 0.101, atom 18 (H): 0.115, atom 19 (H): 0.106, atom 20 (H): 0.175, atom 21 (Cl): 0.704, atom 22 (C): -0.527, atom 23 (C): -0.124, atom 24 (C): -0.125, atom 25 (C): -0.157, atom 26 (C): -0.588, atom 27 (Cl): 0.626, atom 28 (C): -0.500, atom 29 (N): -0.312, atom 30 (H): 0.091, atom 31 (H): 0.107, atom 32 (H): 0.087, atom 33 (N): 0.168, atom 34 (C): -0.432, atom 35 (N): 0.159, atom 36 (N): 0.100, atom 37 (C): -0.399, atom 38 (N): -0.003, atom 39 (H): 0.063, atom 40 (H): -0.017, atom 41 (H): 0.095, atom 42 (H): 0.078